Entry 1:
Molecular formula: C16H22AuBF4N5OSSe
Method: DFT, the ωB97M-V functional and the def2-TZVPD basis

Positions of all 52 atoms, in Å:
Au  0.71936  -0.28197  -0.46201
O  -0.08571  1.36616  1.24327
C  -0.91616  2.27111  1.30858
C  -2.03886  2.43780  0.32932
C  -3.18111  1.62565  0.99894
C  -3.47203  1.91493  2.48251
C  -2.41597  1.41789  3.48813
C  -1.23355  2.38765  3.66913
N  -1.01403  3.07284  2.39963
H  -1.80786  2.01247  -0.64755
H  -2.31821  3.48451  0.21066
H  -2.95248  0.56141  0.89203
H  -4.09518  1.82701  0.43888
H  -4.40192  1.39553  2.71797
H  -3.65950  2.98112  2.62945
H  -2.03993  0.45110  3.13907
H  -2.88356  1.25666  4.45920
H  -0.33323  1.84611  3.96892
H  -1.45382  3.15134  4.41455
H  -1.65194  3.85185  2.28194
S  -1.44907  -1.23980  -0.29672
C  -1.59306  -2.25143  -1.69932
N  -1.80153  -1.62502  -2.87262
C  -2.03718  -2.27842  -4.01469
C  -2.07970  -3.65188  -4.02756
C  -1.81589  -4.34045  -2.84172
C  -1.58598  -3.64267  -1.67109
H  -1.69197  -0.61471  -2.89339
H  -2.16378  -1.68407  -4.90633
H  -2.25281  -4.17678  -4.95424
H  -1.77214  -5.41985  -2.84413
H  -1.37180  -4.14699  -0.74155
F  2.71173  -1.89131  -3.39812
B  1.42005  -2.01627  -3.04150
F  0.79948  -0.70627  -2.96835
F  0.67795  -2.77681  -3.88727
F  1.28882  -2.48979  -1.71799
Se  0.23015  -1.05202  2.21519
C  0.86479  -2.71401  2.50564
N  1.24636  -3.76986  2.74995
C  5.53560  1.85632  1.16532
N  4.54866  1.25158  0.31442
C  4.77897  0.70965  -0.91404
C  3.59037  0.22327  -1.36486
N  2.64751  0.46789  -0.41780
C  3.25021  1.08735  0.58302
H  6.50809  1.78623  0.68377
H  5.57838  1.33686  2.12273
H  5.30133  2.90677  1.34011
H  5.74593  0.69770  -1.36885
H  3.36616  -0.28374  -2.27905
H  2.76003  1.41734  1.47842

As for the highest occupied orbital energy (spin up / spin down): -11.47 / -12.09 eV. As for the spin multiplicity: 3. Its charge is +1.



Entry 2:
Molecular formula: C16H22BFeI2N7
Method: DFT, the ωB97M-V functional and the def2-TZVPD basis

Positions of all 49 atoms, in Å:
Fe  -0.02477  0.04971  0.00342
C  2.69661  -2.36503  -0.00012
C  2.93627  -0.89446  -0.00055
C  4.15255  -0.22452  -0.00203
C  3.84286  1.12740  -0.00164
C  4.75926  2.30185  -0.00277
N  2.50742  1.24204  -0.00001
N  1.93962  0.00190  0.00038
B  1.61436  2.50492  0.00098
N  0.70691  2.42213  1.25344
N  0.00255  1.27945  1.47419
C  -0.70481  1.41941  2.60062
C  -1.62618  0.36930  3.11434
C  -0.40597  2.66613  3.14373
C  0.47940  3.27304  2.26593
C  1.11811  4.61644  2.34082
N  0.70664  2.42235  -1.25139
N  0.00377  1.27884  -1.47166
C  -0.70104  1.41592  -2.59987
C  -1.61817  0.36329  -3.11614
C  -0.40344  2.66286  -3.14358
C  0.47960  3.27198  -2.26518
C  1.11740  4.61578  -2.34081
H  3.64525  -2.89650  -0.00117
H  2.14792  -2.68028  -0.89064
H  2.15019  -2.68007  0.89190
H  5.13540  -0.66305  -0.00325
H  5.79107  1.95950  -0.00402
H  4.60370  2.92362  0.87867
H  4.60157  2.92358  -0.88386
H  2.27094  3.49551  0.00116
H  -1.54068  -0.55399  2.54371
H  -2.65916  0.70941  3.04274
H  -1.40486  0.15168  4.15858
H  -0.79076  3.07962  4.05998
H  0.76734  5.13926  3.22701
H  0.86986  5.21800  1.46639
H  2.20377  4.53563  2.39544
H  -1.53194  -0.55985  -2.54538
H  -1.39299  0.14636  -4.15971
H  -2.65226  0.70054  -3.04750
H  -0.78691  3.07443  -4.06124
H  0.76763  5.13710  -3.22829
H  2.20322  4.53585  -2.39360
H  0.86721  5.21836  -1.46764
I  -0.63745  -2.53810  0.00810
I  -3.24663  -2.81166  0.01421
N  -3.06679  0.49730  -0.00268
C  -1.92865  0.30924  -0.00037

As for the highest occupied orbital energy (spin up / spin down): -12.17 / -12.16 eV. As for the spin multiplicity: 2. Its charge is +1.



Entry 3:
Molecular formula: C16H22BN9OZr
Method: DFT, the ωB97M-V functional and the def2-TZVPD basis

Positions of all 50 atoms, in Å:
Zr  0.08530  0.60570  -0.06185
C  -3.35296  -2.23820  -0.33055
C  -2.81164  -1.07771  0.20452
N  -1.57189  -0.88503  -0.26914
N  -1.30254  -1.92241  -1.10680
C  -2.35987  -2.74123  -1.15518
B  0.04961  -2.04449  -1.85642
N  1.21275  -2.06386  -0.82163
C  2.11072  -3.02653  -0.60204
C  3.02368  -2.58476  0.34723
C  2.61356  -1.29990  0.65998
N  1.51066  -0.98687  -0.04424
N  0.22681  -0.78228  -2.73432
C  0.35400  -0.71636  -4.06150
C  0.38350  0.61613  -4.44420
C  0.25855  1.32263  -3.26069
N  0.16882  0.47524  -2.22028
H  -4.32843  -2.65494  -0.15073
H  -3.25129  -0.37515  0.89510
H  -2.35683  -3.62694  -1.76970
H  0.07219  -3.02930  -2.51661
H  2.06361  -3.96734  -1.12632
H  3.87631  -3.11712  0.73105
H  3.04898  -0.58981  1.34562
H  0.41924  -1.60592  -4.66680
H  0.47868  1.01035  -5.44058
H  0.22092  2.39009  -3.11768
N  -1.24016  4.54121  -0.32716
C  -0.52943  3.43794  -0.29228
O  -1.10341  2.30550  -0.20147
C  0.97375  3.51361  -0.35421
C  1.61808  2.21404  0.19128
H  -2.24998  4.49857  -0.31875
H  -0.80530  5.44798  -0.39068
H  1.30764  4.41585  0.16357
H  1.23891  3.65894  -1.40598
H  1.84836  2.37538  1.25128
H  2.57961  2.06580  -0.30389
C  -0.18388  -2.08421  2.67057
C  -0.31141  -0.63776  2.99278
N  -0.27668  0.38828  2.14209
C  -0.44680  1.54167  2.90382
C  -0.57605  1.20126  4.20537
N  -0.49022  -0.17075  4.23702
H  -0.27079  -2.25270  1.60123
H  -0.96333  -2.65459  3.17640
H  0.77843  -2.47193  3.01003
H  -0.47516  2.52321  2.46590
H  -0.72154  1.79799  5.08872
H  -0.54306  -0.73927  5.06813

As for the highest occupied orbital energy: -15.18 eV. Its charge is +2.



Entry 4:
Molecular formula: C16H22Cl2O2Ru
Method: DFT, the ωB97M-V functional and the def2-TZVPD basis

Positions of all 43 atoms, in Å:
C  0.18772  -1.75336  -1.91448
C  1.06415  -0.67834  -2.18795
C  0.34601  0.56367  -1.82348
C  2.48603  -0.70901  -2.63031
C  -1.02671  0.20152  -1.61622
C  -1.11975  -1.18473  -1.61037
C  -2.35119  -2.00460  -1.55146
C  0.40583  -3.21320  -2.04246
C  0.89379  1.95057  -1.94901
C  -2.23673  1.14180  -1.75687
Ru  0.81042  -0.56173  -0.05355
Cl  2.01598  0.94927  0.74640
Cl  2.28967  -2.22786  0.29178
O  -0.86081  0.69871  1.33752
H  2.82144  -1.74891  -2.66442
H  3.10298  -0.22292  -1.86816
H  2.69094  -0.22824  -3.59361
H  1.75047  2.15562  -1.32544
H  0.11776  2.73421  -1.73788
H  1.19567  2.08639  -3.01754
H  -1.99319  2.16911  -1.48433
H  -3.07417  0.78635  -1.15118
H  -2.57592  1.14957  -2.80412
H  -3.20276  -1.42068  -1.14302
H  -2.18376  -2.86615  -0.89468
H  -2.67067  -2.36794  -2.54635
H  1.40554  -3.48915  -1.73550
H  0.26653  -3.53133  -3.08810
H  -0.32029  -3.76206  -1.42316
H  -1.25362  1.45651  0.84076
O  -1.23433  -2.47274  1.92025
H  -1.69427  -1.49994  1.79909
C  0.85460  1.96058  4.87944
C  0.53053  0.60660  4.70353
C  0.02588  0.18606  3.47276
C  -0.34829  1.14715  2.52800
C  -0.10455  2.56371  2.74886
C  0.51341  2.92624  3.93443
H  1.41104  2.27445  5.77811
H  0.70125  -0.10447  5.48366
H  -0.04404  -0.88534  3.11517
H  -0.32184  3.24698  1.94182
H  0.72926  3.97766  4.09209

As for the highest occupied orbital energy (spin up / spin down): 1.83 / 0.13 eV. As for the spin multiplicity: 5. Its charge is -2.



Repeat the second record exactly.
Molecular formula: C16H22BFeI2N7
Method: DFT, the ωB97M-V functional and the def2-TZVPD basis

Positions of all 49 atoms, in Å:
Fe  -0.02477  0.04971  0.00342
C  2.69661  -2.36503  -0.00012
C  2.93627  -0.89446  -0.00055
C  4.15255  -0.22452  -0.00203
C  3.84286  1.12740  -0.00164
C  4.75926  2.30185  -0.00277
N  2.50742  1.24204  -0.00001
N  1.93962  0.00190  0.00038
B  1.61436  2.50492  0.00098
N  0.70691  2.42213  1.25344
N  0.00255  1.27945  1.47419
C  -0.70481  1.41941  2.60062
C  -1.62618  0.36930  3.11434
C  -0.40597  2.66613  3.14373
C  0.47940  3.27304  2.26593
C  1.11811  4.61644  2.34082
N  0.70664  2.42235  -1.25139
N  0.00377  1.27884  -1.47166
C  -0.70104  1.41592  -2.59987
C  -1.61817  0.36329  -3.11614
C  -0.40344  2.66286  -3.14358
C  0.47960  3.27198  -2.26518
C  1.11740  4.61578  -2.34081
H  3.64525  -2.89650  -0.00117
H  2.14792  -2.68028  -0.89064
H  2.15019  -2.68007  0.89190
H  5.13540  -0.66305  -0.00325
H  5.79107  1.95950  -0.00402
H  4.60370  2.92362  0.87867
H  4.60157  2.92358  -0.88386
H  2.27094  3.49551  0.00116
H  -1.54068  -0.55399  2.54371
H  -2.65916  0.70941  3.04274
H  -1.40486  0.15168  4.15858
H  -0.79076  3.07962  4.05998
H  0.76734  5.13926  3.22701
H  0.86986  5.21800  1.46639
H  2.20377  4.53563  2.39544
H  -1.53194  -0.55985  -2.54538
H  -1.39299  0.14636  -4.15971
H  -2.65226  0.70054  -3.04750
H  -0.78691  3.07443  -4.06124
H  0.76763  5.13710  -3.22829
H  2.20322  4.53585  -2.39360
H  0.86721  5.21836  -1.46764
I  -0.63745  -2.53810  0.00810
I  -3.24663  -2.81166  0.01421
N  -3.06679  0.49730  -0.00268
C  -1.92865  0.30924  -0.00037

As for the highest occupied orbital energy (spin up / spin down): -12.17 / -12.16 eV. As for the spin multiplicity: 2. Its charge is +1.



Q: Among the records above, which one has the lowest charge?
A: C16H22Cl2O2Ru